Below is a gas-phase ion, C2H4N (charge +1), with properties calculated with the ωB97M-V functional and the def2-TZVPD basis.

Each line ends with the Mulliken charge.
Positions of all 7 atoms, in Å:
C1 -1.73046 0.26209 0.15813  0.2238
C2 0.96136 -0.11806 0.04172  -0.5351
N1 -0.40717 -0.01436 0.06270  -0.0713
H1 -2.64044 0.37706 -0.33001  0.4051
H2 1.29948 0.50746 -0.63046  0.3330
H3 1.40355 0.11334 0.97183  0.3397
H4 1.11367 -1.12754 -0.27390  0.3048

Atoms 1-3, force components in eV/Å:
17.016 -3.330 -0.724
-0.787 -3.169 2.368
-17.178 3.770 1.165

Calculated total energy   -3617.21850 eV
F_max   17.6 eV/Å
SMILES   C#[N+]C
Total charge   +1
ΔE to the lowest compared entry with this formula, charge and spin   222.7 kJ/mol
Kohn-Sham gap   11.17 eV

---

Below is 6 unconnected molecules or ions with the total composition C71H160N4O2P2, with properties calculated with the ωB97M-V functional and the def2-TZVPD basis.

Each line ends with the Mulliken charge.
Positions of all 239 atoms, in Å:
C1 6.45393 -1.25576 -1.36660  -1.6164
C2 5.79930 0.06729 -1.21785  -0.2228
C3 6.44609 1.14241 -2.06866  -0.3610
C4 5.79512 2.49221 -1.74943  -1.2932
P1 6.39527 3.96710 -2.62405  1.0251
C5 7.73248 4.71103 -1.71582  -1.3619
C6 9.03335 3.90100 -1.36536  -0.3962
C7 9.98100 4.76381 -0.57746  -0.6198
C8 11.27231 4.10059 -0.19040  -1.3114
C9 6.96833 3.52970 -4.23803  -1.4819
C10 5.80496 2.91657 -5.07318  -0.0631
C11 6.36579 2.45592 -6.46484  -0.6713
C12 5.28361 1.85452 -7.35082  -0.8795
C13 5.02675 5.08177 -2.60698  -1.1688
C14 5.33789 6.35777 -3.49308  -0.7356
C15 4.21610 7.36795 -3.31414  -0.2111
C16 4.32493 8.55423 -4.26490  -1.5492
H1 5.85794 -2.03028 -0.86395  0.4064
H2 7.39118 -1.18794 -0.80500  0.4126
H3 6.66529 -1.62458 -2.35751  0.3390
H4 5.78774 0.39879 -0.19433  0.4549
H5 4.74073 0.06400 -1.51974  0.0053
H6 6.35146 0.88223 -3.12260  0.2140
H7 7.53016 1.27949 -1.98151  0.4404
H8 5.99072 2.73231 -0.70085  0.7761
H9 4.70379 2.34959 -1.83193  0.4499
H10 7.23854 5.13745 -0.84656  0.5983
H11 8.13432 5.62300 -2.19791  0.6211
H12 9.52954 3.72341 -2.30383  0.2742
H13 8.74826 2.99892 -0.82048  0.3980
H14 9.50826 5.06607 0.34801  0.3767
H15 10.13392 5.69953 -1.13582  0.3795
H16 11.94158 4.01222 -1.03628  0.3511
H17 10.98551 3.13129 0.23616  0.3227
H18 11.76099 4.65424 0.62177  0.3835
H19 7.79449 2.84214 -4.14087  0.8089
H20 7.32692 4.37292 -4.81432  0.7559
H21 5.05688 3.69463 -5.30379  0.3282
H22 5.34995 2.14669 -4.46165  -0.1495
H23 7.13370 1.72015 -6.19950  0.3620
H24 6.90979 3.25764 -6.98855  0.3843
H25 4.38145 2.42987 -7.47298  0.4070
H26 4.96018 0.89433 -6.87605  -0.1505
H27 5.71129 1.58597 -8.31545  0.4033
H28 4.92433 5.40749 -1.54236  0.5253
H29 4.06049 4.66672 -2.91088  0.6911
H30 5.42404 6.05101 -4.53714  0.3385
H31 6.33792 6.79774 -3.27471  0.4062
H32 4.25004 7.79591 -2.29285  0.2330
H33 3.31268 6.82972 -3.52167  0.2600
H34 4.27770 8.29800 -5.35366  0.3470
H35 5.25464 9.07283 -4.08371  0.3803
H36 3.54654 9.28848 -4.02309  0.4092
C17 -7.29813 -2.27007 6.73268  -1.5105
C18 -6.76965 -2.61270 5.39494  1.2965
C19 -7.84394 -3.11636 4.43652  -0.8953
C20 -8.96625 -2.16188 4.07307  -1.0558
P2 -8.37894 -0.68751 3.16748  0.0358
C21 -9.71913 0.09572 2.25780  -0.7778
C22 -9.26782 1.26820 1.44423  -0.5426
C23 -10.29851 2.14307 0.65292  -0.4420
C24 -9.60610 3.34018 0.03370  -1.2405
C25 -7.65554 0.50644 4.28268  -1.0936
C26 -8.65663 1.23297 5.16437  -0.6238
C27 -7.90179 2.41562 5.92447  -0.8114
C28 -7.08281 1.79592 7.11845  -0.9925
C29 -7.12199 -1.21486 1.97206  -0.0695
C30 -7.63769 -2.33228 1.03020  -0.7930
C31 -6.54645 -2.79903 0.06433  -0.9219
C32 -5.24468 -3.23805 0.71926  -0.3969
H37 -7.95730 -1.37018 6.70932  0.1925
H38 -6.53435 -2.04606 7.46472  0.4295
H39 -7.90684 -3.10685 7.14828  0.3794
H40 -6.11398 -3.49290 5.51737  -0.0591
H41 -6.17872 -1.80472 4.91260  -0.6264
H42 -8.31725 -4.02606 4.80854  0.6827
H43 -7.40258 -3.51569 3.53797  0.1117
H44 -9.62995 -1.73689 4.83920  0.6168
H45 -9.60955 -2.67194 3.36762  0.5804
H46 -10.47041 0.42684 2.97007  0.6725
H47 -10.20438 -0.67359 1.65806  0.7482
H48 -8.43757 0.97165 0.73719  0.1197
H49 -8.75907 1.93257 2.14739  0.2493
H50 -11.14853 2.39400 1.28097  0.3933
H51 -10.76162 1.57001 -0.16894  0.3309
H52 -10.19791 3.88912 -0.70851  0.4017
H53 -8.68998 3.02120 -0.49501  0.2837
H54 -9.33033 4.06589 0.79688  0.3087
H55 -7.06532 1.18535 3.64965  0.7822
H56 -6.90973 -0.00720 4.86145  0.5400
H57 -9.13745 0.54319 5.85291  0.3943
H58 -9.40412 1.70030 4.51864  0.3825
H59 -8.49377 3.24810 6.22985  0.4888
H60 -7.15548 2.88545 5.24386  0.2999
H61 -7.65179 1.58110 8.00002  0.3132
H62 -6.39669 2.60892 7.32632  0.3836
H63 -6.57673 0.91855 6.75551  0.1969
H64 -6.27866 -1.51857 2.60252  -0.4357
H65 -6.82381 -0.31096 1.43436  0.7828
H66 -8.53937 -2.00672 0.48211  0.4083
H67 -8.00136 -3.20610 1.58153  0.3057
H68 -6.23496 -1.94221 -0.53061  0.3565
H69 -6.90598 -3.59054 -0.61436  0.3719
H70 -4.89273 -2.41079 1.35548  -0.3711
H71 -4.47913 -3.34073 -0.02738  0.5523
H72 -5.42675 -4.02922 1.42584  0.2634
C33 -0.60910 5.32240 -2.07589  -0.6601
O1 0.38266 5.99910 -1.36245  -0.1934
C34 0.42869 7.43199 -1.40649  -0.6364
C35 -0.02944 8.07465 -0.10805  -0.5797
N1 0.80920 7.61463 0.98044  0.1210
H73 0.72763 6.59300 1.03862  0.1890
H74 1.77684 7.83708 0.78202  0.3886
C36 0.52251 8.12960 2.35837  -0.6335
C37 1.06713 7.20875 3.44102  -0.5667
O2 0.67564 5.84775 3.09292  -0.2967
C38 0.63758 4.84974 4.14005  -0.5102
H75 -0.44441 4.25048 -1.93928  -0.0390
H76 -0.43383 5.43219 -3.10843  0.3969
H77 -1.58410 5.53182 -1.68273  0.3683
H78 -0.15873 7.78644 -2.26129  0.5087
H79 1.43437 7.64714 -1.74940  0.2187
H80 -1.03176 7.74332 0.12466  0.3605
H81 -0.05612 9.15590 -0.23007  0.4428
H82 -0.54113 8.27268 2.44169  0.3784
H83 0.99180 9.09138 2.52240  0.3861
H84 0.63174 7.48348 4.38049  0.4374
H85 2.17835 7.28941 3.50537  0.3422
H86 0.40037 3.92333 3.62000  -0.1248
H87 -0.15209 5.13161 4.81161  0.3613
H88 1.59858 4.79071 4.64718  0.3705
C39 2.75889 -0.34828 -4.22780  -0.5641
C40 1.70066 -1.22726 -5.04096  -1.0577
C41 2.21887 -1.94931 -6.31373  -0.2830
C42 3.51142 -2.77875 -6.13254  -1.0691
N2 3.84414 -3.65474 -7.33736  0.0538
C43 5.05747 -4.54652 -7.09311  -0.5723
C44 6.25707 -3.64059 -7.22255  -0.6976
C45 5.76640 -2.36952 -8.04931  -0.5797
C46 4.31369 -2.83200 -8.43474  -0.5001
C47 2.63379 -4.51580 -7.73318  -0.9697
C48 2.06250 -5.27015 -6.50312  -0.0421
C49 1.12548 -6.40678 -6.99181  -1.4404
H89 2.97490 0.55678 -4.77903  0.2626
H90 3.65769 -0.97397 -4.10356  0.2892
H91 2.30979 -0.13341 -3.28691  0.0408
H92 0.84287 -0.62071 -5.33612  0.5158
H93 1.31852 -1.98232 -4.30280  0.3222
H94 2.25671 -1.23914 -7.14886  0.2716
H95 1.35477 -2.58946 -6.53397  0.2202
H96 3.46991 -3.37750 -5.23421  0.2407
H97 4.32720 -2.04744 -6.06099  0.6820
H98 5.09147 -5.38680 -7.78525  0.4593
H99 4.82310 -4.91033 -6.12093  0.4743
H100 7.08033 -4.19813 -7.62264  0.3751
H101 6.57506 -3.25310 -6.27041  0.2942
H102 6.39405 -2.35613 -8.95104  0.4820
H103 5.97975 -1.47588 -7.48673  -0.0157
H104 4.34295 -3.48952 -9.30725  0.5561
H105 3.59003 -2.03419 -8.62880  0.4769
H106 3.00199 -5.20977 -8.50365  0.6623
H107 1.89028 -3.88244 -8.21048  0.5246
H108 1.48032 -4.53367 -5.94611  0.2016
H109 2.81295 -5.67599 -5.79196  0.2606
H110 1.58720 -7.25666 -7.50442  0.3688
H111 0.35369 -5.94882 -7.61325  0.3678
H112 0.55142 -6.81388 -6.14352  0.3739
C50 -2.33260 -1.33235 4.77429  -1.2604
C51 -2.92938 -1.47914 3.36641  -0.2006
C52 -1.99181 -1.16176 2.11989  -0.0378
C53 -1.86851 0.33484 1.89090  -1.3217
N3 -0.60890 0.68360 1.13614  0.6005
C54 0.62876 0.36663 1.92568  -0.5795
C55 1.64795 1.35276 1.40016  -0.6772
C56 0.89504 2.50431 0.68003  -0.2297
C57 -0.54405 2.18990 0.98727  -0.8276
C58 -0.46790 -0.00288 -0.23422  -0.8416
C59 -1.70861 0.22469 -1.09863  -0.0684
C60 -1.43922 -0.51229 -2.48465  -1.5915
H113 -1.64788 -0.50184 4.97525  0.3377
H114 -1.76398 -2.24174 4.99599  0.1006
H115 -3.14254 -1.25360 5.52831  0.3767
H116 -3.75487 -0.77552 3.23280  0.1831
H117 -3.35691 -2.47535 3.24482  0.1343
H118 -2.26541 -1.62056 1.17050  0.3227
H119 -1.08836 -1.66104 2.39291  0.2461
H120 -1.76829 0.82284 2.86914  0.4981
H121 -2.67443 0.76112 1.31408  0.4484
H122 0.93061 -0.65434 1.95603  0.4237
H123 0.30210 0.58245 2.98756  0.3598
H124 2.29202 0.81997 0.71671  0.1995
H125 2.30292 1.77543 2.17531  0.4669
H126 1.11649 2.40224 -0.38731  0.2604
H127 1.12212 3.50944 1.05358  0.1344
H128 -1.16383 2.49199 0.18003  0.4309
H129 -0.89378 2.64714 1.91897  0.4067
H130 -0.37645 -1.07390 -0.02341  0.4001
H131 0.42545 0.42867 -0.69574  0.5184
H132 -1.80729 1.22562 -1.46745  0.2839
H133 -2.65884 -0.16762 -0.72760  0.2605
H134 -0.48878 -0.24635 -2.92382  0.2937
H135 -2.23610 -0.18592 -3.13942  0.4805
H136 -1.43854 -1.58303 -2.42224  0.4455
C61 0.80920 -4.83307 0.53148  -1.3637
C62 0.84651 -5.96622 1.51725  -0.5475
C63 0.22547 -5.63467 2.85646  0.2605
C64 0.00505 -6.89999 3.71699  -1.6269
N4 -0.49776 -6.63421 5.12283  0.5361
C65 0.49273 -5.80307 5.98234  -0.7369
C66 0.12134 -6.26674 7.43807  -0.5211
C67 0.12022 -7.76279 7.23680  -0.7639
C68 -0.57715 -7.99065 5.89221  -0.3603
C69 -1.85775 -5.91173 5.06001  -0.4452
C70 -2.92066 -6.70601 4.27576  -0.0631
C71 -4.26453 -5.99517 4.15452  -1.5169
H137 1.27078 -5.13812 -0.39222  0.4693
H138 1.30992 -3.92690 0.90426  0.2713
H139 -0.19289 -4.46152 0.40364  0.3405
H140 1.88677 -6.30957 1.67823  0.3352
H141 0.33377 -6.84109 1.10005  0.4222
H142 -0.77731 -5.17546 2.69449  0.0309
H143 0.84420 -4.95957 3.42969  0.3470
H144 0.92582 -7.48475 3.84098  0.6653
H145 -0.73958 -7.52544 3.19907  0.4040
H146 0.40250 -4.72939 5.81252  0.3245
H147 1.50519 -6.18103 5.72447  0.4323
H148 -0.87496 -5.87953 7.65220  0.2506
H149 0.78759 -5.80664 8.15788  0.4758
H150 -0.38062 -8.24005 8.04025  0.4205
H151 1.15551 -8.17473 7.29211  0.2778
H152 -1.62316 -8.29794 6.01771  0.2541
H153 -0.07615 -8.71056 5.25973  0.4077
H154 -1.66512 -4.93166 4.57891  -0.3646
H155 -2.19082 -5.69675 6.07581  0.6879
H156 -3.08250 -7.70170 4.73391  0.3545
H157 -2.51393 -6.87676 3.27181  0.3127
H158 -4.59529 -5.67309 5.14545  0.3909
H159 -5.09384 -6.53900 3.70719  0.5217
H160 -4.13448 -5.16506 3.45586  0.1037

Atoms 1-3, force components in eV/Å:
0.322 -1.119 1.494
-0.549 0.879 -1.061
0.579 0.852 -0.379

Calculated total energy   -104799.54843 eV
F_max   3.1 eV/Å
Total charge   +6
Kohn-Sham gap   9.65 eV

---

Below is 2 unconnected molecules or ions with the total composition C23H48NO3, with properties calculated with the ωB97M-V functional and the def2-TZVPD basis.

Each line ends with the Löwdin spin population.
Positions of all 75 atoms, in Å:
C1 -5.74690 -4.44051 -10.27841  0.0000
C2 -4.10664 -4.45615 -10.05021  0.0000
C3 -3.86511 -4.15267 -8.43916  0.0000
C4 -2.25972 -4.26196 -8.04670  0.0000
C5 -1.99068 -4.37775 -6.43069  0.0000
C6 -1.49220 -2.91101 -5.80364  0.0000
C7 -0.10238 -3.21146 -4.93980  0.0000
C8 0.01530 -2.00567 -3.83163  0.0000
C9 0.65529 -2.65160 -2.42981  0.0000
C10 0.81514 -1.38976 -1.38991  0.0000
C11 0.67141 -1.82360 0.21025  0.0000
C12 1.03825 -0.45395 1.07250  0.0000
C13 0.58346 -0.53408 2.65467  0.0004
C14 1.70841 0.25606 3.57237  0.0014
C15 1.30384 1.85865 3.82798  0.0001
O1 1.11363 2.43693 2.48849  0.0001
C16 2.55735 2.50355 4.66733  0.0171
C17 2.24765 3.94480 5.38298  0.0223
C18 3.43893 4.13609 6.54204  -0.0018
C19 2.50370 5.18560 4.31049  0.0013
N1 0.93751 4.03118 6.12801  0.3277
O2 1.01987 3.48494 7.37381  0.5873
C20 -0.23046 3.45752 5.36116  0.0223
C21 -1.48411 3.35003 6.46417  -0.0011
C22 -0.81578 4.47219 4.17370  0.0003
C23 -0.01163 1.92443 4.80489  0.0174
H1 -6.13195 -3.42300 -9.84719  0.0000
H2 -6.05812 -4.49644 -11.42296  0.0000
H3 -6.18653 -5.35387 -9.68689  0.0000
H4 -3.69679 -5.52152 -10.32043  0.0000
H5 -3.59384 -3.62879 -10.71728  0.0000
H6 -4.46956 -4.94562 -7.78650  0.0000
H7 -4.25243 -3.07846 -8.16827  0.0000
H8 -1.68792 -3.31156 -8.47541  0.0000
H9 -1.79278 -5.22719 -8.56007  0.0000
H10 -1.08946 -5.11164 -6.26660  0.0000
H11 -2.92527 -4.74976 -5.81832  0.0000
H12 -1.25303 -2.13961 -6.67228  0.0000
H13 -2.34824 -2.44799 -5.12355  0.0000
H14 -0.18462 -4.24785 -4.38893  0.0000
H15 0.82923 -3.17817 -5.64752  0.0000
H16 0.75631 -1.17857 -4.26878  0.0000
H17 -1.04099 -1.53484 -3.59034  0.0000
H18 -0.06039 -3.46197 -1.94346  0.0000
H19 1.72153 -3.12318 -2.63527  0.0000
H20 1.84613 -0.80555 -1.52032  0.0000
H21 -0.03388 -0.57686 -1.59190  0.0000
H22 -0.45221 -2.17225 0.39436  0.0000
H23 1.44243 -2.68965 0.46261  0.0000
H24 2.18483 -0.22018 1.04560  0.0000
H25 0.46614 0.43007 0.55332  0.0000
H26 -0.49027 -0.02737 2.74129  0.0002
H27 0.44833 -1.64018 3.02816  0.0000
H28 1.69277 -0.24201 4.63884  0.0000
H29 2.79147 0.24435 3.11090  0.0001
H30 0.13601 2.34230 2.24175  0.0000
H31 3.46189 2.68261 3.91560  0.0012
H32 2.95277 1.71309 5.46278  0.0016
H33 4.47395 4.35616 6.01392  -0.0004
H34 3.61239 3.12569 7.15343  0.0000
H35 3.19899 5.03411 7.27293  -0.0002
H36 2.20573 6.24667 4.75320  0.0006
H37 2.07603 4.98295 3.24036  0.0000
H38 3.68944 5.23590 4.17996  -0.0004
H39 -1.37901 2.43526 7.18660  -0.0004
H40 -2.46578 3.17935 5.80832  -0.0004
H41 -1.64625 4.38360 7.00552  0.0000
H42 -1.75968 3.89496 3.72710  -0.0004
H43 -1.22935 5.45888 4.64756  0.0005
H44 -0.07252 4.62138 3.28279  0.0000
H45 -0.97865 1.55775 4.25655  0.0010
H46 0.19067 1.18819 5.72199  0.0021
O3 6.10999 3.70579 8.01704  0.0000
H47 6.88271 3.28931 8.42728  0.0000
H48 5.60565 4.05390 8.76767  0.0000

Atoms 1-3, force components in eV/Å:
0.758 0.163 -0.224
-0.990 0.166 0.678
0.802 -0.395 -0.261

Calculated total energy   -32250.36849 eV
F_max   3.4 eV/Å
Spin multiplicity   2
Kohn-Sham gap (spin up / spin down)   9.47 / 9.36 eV